# 1
Entry from the Open Molecules 2025 dataset: a structure of composition C33H36F3GdN4O2P2S (wB97M-V/def2-TZVPD).

The geometry in ORCA input format:
```
! wB97M-V def2-TZVPD RIJCOSX def2/J DEFGRID3
* xyz 2 8
Gd -0.8113 -0.3172 0.8440
C -2.6805 -1.7672 4.5097
P -1.9318 -0.4479 3.4814
C -1.1725 0.5723 4.8038
C -3.3952 0.5210 2.9348
C -3.8577 1.5973 3.6945
C -4.9753 2.3174 3.3039
C -5.6520 1.9695 2.1433
C -5.2064 0.9049 1.3771
C -4.0836 0.1683 1.7534
P -3.5228 -1.2654 0.7556
C -4.6281 -2.6169 1.3093
C -4.2022 -0.9552 -0.9154
H -3.4557 -1.3369 5.1398
H -1.9075 -2.2072 5.1421
H -3.1049 -2.5570 3.8993
H -1.7576 0.5295 5.7240
H -1.0621 1.6083 4.4940
H -0.1774 0.1740 5.0139
H -3.3483 1.8795 4.6088
H -5.3182 3.1504 3.9071
H -6.5296 2.5256 1.8351
H -5.7525 0.6487 0.4767
H -5.6610 -2.2745 1.2687
H -4.4013 -2.9314 2.3232
H -4.5065 -3.4756 0.6467
H -5.2889 -0.8751 -0.9073
H -3.9422 -1.8080 -1.5470
H -3.7678 -0.0480 -1.3330
F 3.2901 3.1130 1.8623
C 3.2944 2.4855 3.0627
F 2.4597 3.1244 3.8821
F 4.5270 2.5708 3.5690
C 2.9100 1.0318 2.8615
C 3.8476 0.0507 3.1278
C 3.5277 -1.2733 2.8793
C 2.2888 -1.5650 2.3342
N 1.3794 -0.6358 2.0509
C 1.6496 0.6600 2.3480
S 0.3738 1.8000 2.0527
H 4.8151 0.3191 3.5341
H 4.2313 -2.0676 3.0944
H 2.0064 -2.5898 2.1212
N -0.8159 -2.1482 -1.8758
C -0.4910 -3.2298 -2.6028
C 0.5493 -3.8537 -1.9546
C 0.7779 -3.0633 -0.8225
N -0.0469 -2.0215 -0.7783
H -1.4800 -1.4301 -2.1008
H -1.0081 -3.4788 -3.5199
H 1.0617 -4.7580 -2.2441
H 1.5177 -3.2041 -0.0501
C 1.8242 -1.0293 -4.7078
O 2.2107 -0.6018 -3.3969
C 3.4709 -0.1612 -3.2391
C 4.4988 -0.4531 -4.1275
C 5.7886 -0.0067 -3.8875
C 6.0765 0.7378 -2.7521
C 5.0561 1.0424 -1.8732
C 3.7529 0.6159 -2.1112
N 2.7784 0.9707 -1.1136
C 1.4927 1.2200 -1.1556
C 0.6482 1.5319 -2.2404
C 1.1542 2.1149 -3.4294
C 0.3068 2.6680 -4.3443
C -1.0802 2.6372 -4.0981
C -1.6005 2.0445 -2.9717
C -0.7572 1.4537 -2.0169
O -1.2507 0.8125 -0.9820
H 0.7398 -1.0341 -4.7157
H 2.1979 -2.0310 -4.9204
H 2.1804 -0.3346 -5.4686
H 4.2960 -1.0559 -5.0046
H 6.5747 -0.2492 -4.5928
H 7.0829 1.0881 -2.5602
H 5.2563 1.6450 -0.9884
H 3.1932 1.1085 -0.2028
H 1.0454 1.3444 -0.1752
H 2.2287 2.1593 -3.5820
H 0.6937 3.1441 -5.2362
H -1.7540 3.0870 -4.8208
H -2.6703 2.0112 -2.8038
*
```

## Properties
<S²>: 15.919
Frontier orbital gap (alpha / beta) (Eh): 0.2262 / 0.2734
LUMO level (alpha / beta) (eV): -7.106 / -5.845
E (eV): -103250.274

***

# 2
Entry from the Open Molecules 2025 dataset: a structure of composition C33H36F6N3O4PS2SbTc in a non-equilibrium geometry (wB97M-V/def2-TZVPD).

The geometry in ORCA input format:
```
! wB97M-V def2-TZVPD RIJCOSX def2/J DEFGRID3
* xyz 2 1
Tc -0.0101 -1.8013 0.1140
C -3.0975 0.5171 -1.9039
C -1.9443 -0.4212 -1.7353
N -1.5515 -0.7382 -0.4814
N -2.4003 -0.1983 0.4863
C -2.3295 -0.7746 1.6301
S -1.3165 -2.1707 1.9455
S -3.3093 -0.2918 2.9714
C -4.1658 1.1546 2.3001
C -5.4611 0.8602 1.5749
C -6.4904 1.7907 1.6538
C -7.6775 1.5895 0.9615
C -7.8466 0.4501 0.1902
C -6.8266 -0.4880 0.1158
C -5.6387 -0.2831 0.8043
C -1.3302 -0.9988 -2.8806
C -1.9912 -0.9033 -4.1393
C -1.4615 -1.4655 -5.2625
C -0.2281 -2.1401 -5.1899
C 0.4459 -2.2486 -4.0006
C -0.0953 -1.6949 -2.8372
O 0.6083 -1.8317 -1.7308
H -3.1564 1.2196 -1.0818
H -4.0328 -0.0522 -1.8860
H -3.0248 1.0462 -2.8476
H -3.4507 1.6542 1.6465
H -4.3345 1.7944 3.1654
H -6.3694 2.6783 2.2654
H -8.4741 2.3182 1.0368
H -8.7761 0.2852 -0.3385
H -6.9611 -1.3906 -0.4670
H -4.8580 -1.0335 0.7542
H -2.9517 -0.4164 -4.2054
H -1.9932 -1.4030 -6.2014
H 0.1854 -2.5980 -6.0795
H 1.3817 -2.7839 -3.9199
F -0.7823 -3.4775 -0.5538
Sb -1.6976 -5.3953 -0.2466
F -2.4721 -7.0373 0.0522
F -0.7627 -5.2716 1.3687
F -0.1100 -5.9560 -1.0436
F -3.0275 -4.3259 0.4901
F -2.3751 -5.0625 -1.9381
C 2.3858 -5.5569 1.0801
P 2.7374 -3.8274 1.0011
C 3.5823 -3.3703 2.4962
C 3.8419 -3.5256 -0.3597
O 1.4623 -2.9910 0.8677
H 3.3094 -6.1226 1.2166
H 1.8876 -5.8691 0.1664
H 1.7125 -5.7371 1.9182
H 4.4978 -3.9545 2.6008
H 2.9330 -3.5725 3.3489
H 3.8335 -2.3091 2.4710
H 4.7594 -4.1059 -0.2575
H 4.0905 -2.4635 -0.3851
H 3.3417 -3.8022 -1.2884
C 5.2325 5.3361 -2.5040
O 4.3053 4.5164 -1.7717
C 3.6044 5.0990 -0.7745
C 3.7240 6.4187 -0.3556
C 2.9140 6.8777 0.6723
C 1.9716 6.0516 1.2802
C 1.8477 4.7397 0.8662
C 2.6811 4.2717 -0.1365
N 2.5829 2.9423 -0.6723
C 2.3387 1.8108 -0.1059
C 2.2905 1.4886 1.3057
C 3.0029 2.1961 2.2834
C 3.0222 1.7517 3.5900
C 2.3218 0.5993 3.9411
C 1.6235 -0.1292 2.9885
C 1.6179 0.3200 1.6826
O 0.9321 -0.3709 0.7425
H 4.7094 6.1550 -2.9963
H 5.6839 4.6847 -3.2434
H 6.0019 5.7217 -1.8365
H 4.4341 7.0827 -0.8256
H 3.0130 7.9051 0.9967
H 1.3284 6.4372 2.0582
H 1.1068 4.0866 1.3099
H 2.7523 2.9120 -1.6747
H 2.1910 0.9925 -0.8040
H 3.5557 3.0833 2.0081
H 3.5833 2.2953 4.3370
H 2.3284 0.2606 4.9691
H 1.0840 -1.0335 3.2365
*
```

## Properties
Frontier orbital gap (alpha / beta) (Eh): 0.1836 / 0.1836
LUMO level (alpha / beta) (eV): -7.882 / -7.883
E (eV): -103456.446
ΔE to the lowest compared entry with this formula, charge and spin (kcal per mole): 0.0

***

# 3
Entry from the Open Molecules 2025 dataset: a structure of composition C33H36LuN4O4PS in a non-equilibrium geometry (wB97M-V/def2-TZVPD).

The geometry in ORCA input format:
```
! wB97M-V def2-TZVPD RIJCOSX def2/J DEFGRID3
* xyz 0 1
Lu 9.2845 12.6336 11.0020
N 8.2546 13.3001 13.1994
C 6.8768 13.8569 12.9110
C 6.9749 14.8332 11.7472
N 7.4996 14.1741 10.5661
C 6.5680 13.8160 9.4999
C 6.2363 12.3672 9.7091
N 7.4350 11.4726 9.5975
H 8.2544 12.6219 13.9742
H 8.8402 14.1208 13.5380
H 6.4857 14.4474 13.7509
H 6.2031 13.0489 12.5873
H 7.6009 15.6487 12.0016
H 5.9535 15.1632 11.5609
H 8.1412 14.8706 10.1994
H 6.9236 14.0240 8.4727
H 5.6851 14.3631 9.5587
H 5.4364 12.1836 9.0116
H 5.8823 12.2742 10.7532
H 7.5490 11.3520 8.5973
H 7.3377 10.5909 10.0697
O 8.3720 8.6045 11.4229
C 9.1465 9.4413 11.8298
O 8.9764 10.7148 11.8830
C 10.5388 9.0456 12.3166
C 10.6058 8.0814 13.3561
C 11.8239 7.6234 13.8682
C 12.9881 8.2407 13.3684
C 12.9224 9.0893 12.2859
C 11.7315 9.5337 11.7646
P 11.6261 10.8118 10.3927
C 11.0777 9.6414 9.1455
C 11.2697 8.2834 9.3313
C 10.9114 7.3460 8.3599
C 10.4846 7.8174 7.1203
C 10.3228 9.1686 6.8906
C 10.5502 10.0512 7.8983
C 13.3710 11.2712 9.7788
C 14.2362 10.3790 9.1442
C 15.5442 10.8068 8.8341
C 15.9280 12.0573 9.1798
C 15.0285 13.0044 9.6630
C 13.7531 12.5537 10.0279
H 9.6948 7.6067 13.6265
H 11.9188 6.9255 14.6952
H 13.9815 8.1512 13.8340
H 13.8445 9.4589 11.8825
H 11.7373 7.9054 10.2209
H 11.0358 6.3059 8.5125
H 10.2601 7.1176 6.2802
H 9.9919 9.5017 5.9166
H 10.5710 11.0841 7.6124
H 13.9891 9.3706 8.8889
H 16.1846 10.2248 8.1786
H 16.9499 12.3182 9.0008
H 15.3201 14.0795 9.7568
H 13.0104 13.2609 10.4491
O 10.0966 16.3340 12.2544
C 10.6204 15.4427 11.5864
O 10.5027 14.1838 11.8443
C 11.3891 15.7808 10.3263
C 12.4041 16.6686 10.5009
C 13.2937 17.0711 9.5004
C 13.2035 16.3109 8.3042
C 12.2221 15.3473 8.1170
C 11.2819 15.0096 9.1089
S 10.1479 13.6916 8.7485
H 12.3991 17.1737 11.4541
H 13.9910 17.8874 9.6026
H 14.0667 16.3905 7.6148
H 12.2249 14.9110 7.0879
C 8.3286 16.1663 6.7990
C 8.4687 15.1429 5.7219
C 7.7933 13.8425 6.0080
N 7.4194 12.7615 6.1476
H 9.2227 16.8503 6.8467
H 8.4131 15.6355 7.7873
H 7.4559 16.7703 6.7073
H 9.4930 14.8613 5.5795
H 8.0760 15.5126 4.7064
*
```

## Properties
Frontier orbital gap (Eh): 0.2919
LUMO level (eV): 0.494
E (eV): -102705.421
ΔE to the lowest compared entry with this formula, charge and spin (kcal per mole): 17.2